(1)
ORCA calculation (ωB97M-V/def2-TZVPD) on 3 unconnected molecules or ions with the total composition C4H14O3 at a distorted geometry.

```
21
Properties=species:S:1:pos:R:3:lowdin_charge:R:1
C 0.095 1.335 2.313 -0.11
C -0.812 1.235 1.092 -0.22
C -0.055 0.813 -0.163 -0.42
C -1.046 0.754 -1.353 -0.05
O 0.384 -0.531 0.146 -0.08
H 0.491 0.373 2.607 0.07
H -0.496 1.626 3.195 0.07
H 0.915 2.031 2.148 0.07
H -1.551 0.470 1.300 0.12
H -1.206 2.231 0.927 0.11
H 0.830 1.383 -0.453 0.14
H -0.751 -0.033 -2.056 0.06
H -2.050 0.483 -1.017 0.08
H -1.052 1.759 -1.783 0.08
H 1.044 -0.821 -0.500 0.04
O -0.323 -3.520 0.478 -0.07
H 0.509 -3.644 0.004 0.03
H -0.691 -2.718 0.087 0.01
O 1.932 -1.468 -2.267 -0.04
H 2.598 -0.811 -2.027 0.06
H 1.234 -0.947 -2.680 0.03
```

Values from the calculation:
2S+1: 1
Frontier orbital gap, eV: 10.685
LUMO energy, eV: 0.38


(2)
ORCA calculation (ωB97M-V/def2-TZVPD) on 10 unconnected molecules or ions with the total composition C36H96FN6O21P3 at a distorted geometry.

```
163
Properties=species:S:1:pos:R:3:lowdin_charge:R:1
O 14.599 23.130 -10.277 0.16
C 14.949 22.778 -9.194 -0.57
O 15.084 21.504 -8.794 0.05
C 15.281 21.436 -7.356 -0.01
C 15.717 22.863 -7.117 -0.33
F 17.077 22.966 -7.067 0.08
O 15.140 23.604 -8.139 0.14
H 14.332 21.205 -6.869 0.13
H 15.966 20.623 -7.132 0.14
H 15.246 23.307 -6.234 0.17
C 6.831 17.957 -4.085 -0.12
O 6.825 18.543 -5.374 -0.22
P 6.957 17.555 -6.657 0.41
O 6.083 16.370 -6.647 -0.23
O 6.739 18.516 -7.894 -0.19
C 7.230 19.869 -7.974 -0.07
O 8.545 17.232 -6.737 -0.23
C 9.164 16.335 -5.812 -0.10
H 7.685 18.367 -3.534 0.07
H 6.894 16.873 -4.015 0.08
H 5.989 18.302 -3.483 0.09
H 7.621 20.298 -7.053 0.07
H 6.433 20.553 -8.260 0.09
H 7.989 19.842 -8.753 0.09
H 9.785 16.897 -5.122 0.07
H 9.744 15.658 -6.448 0.08
H 8.465 15.610 -5.390 0.09
C 12.348 19.428 -11.332 -0.09
O 12.670 18.154 -11.849 -0.21
P 13.299 17.932 -13.306 0.43
O 12.336 17.854 -14.418 -0.23
O 14.346 19.147 -13.473 -0.22
C 15.520 19.206 -12.660 -0.09
O 14.162 16.574 -13.102 -0.25
C 14.906 16.091 -14.204 -0.11
H 11.266 19.531 -11.227 0.10
H 12.663 20.241 -11.989 0.09
H 12.771 19.562 -10.336 0.07
H 15.495 20.041 -11.960 0.09
H 16.424 19.250 -13.263 0.09
H 15.566 18.301 -12.048 0.07
H 14.856 14.999 -14.198 0.08
H 15.972 16.236 -13.994 0.09
H 14.669 16.463 -15.198 0.10
C 13.020 15.598 -6.519 -0.09
O 14.411 15.854 -6.338 -0.21
P 14.972 17.318 -6.724 0.38
O 14.613 18.381 -5.782 -0.24
O 14.362 17.650 -8.161 -0.22
C 15.128 17.989 -9.333 -0.06
O 16.537 17.139 -6.917 -0.23
C 17.399 17.104 -5.766 -0.07
H 12.370 16.473 -6.584 0.07
H 12.782 14.999 -5.638 0.10
H 12.827 15.025 -7.427 0.07
H 14.896 17.178 -10.026 0.07
H 16.206 17.885 -9.211 0.09
H 14.804 18.977 -9.642 0.07
H 16.914 16.577 -4.947 0.09
H 17.611 18.135 -5.482 0.09
H 18.320 16.640 -6.108 0.09
C 5.367 25.689 -12.470 -0.13
O 5.247 25.206 -11.159 -0.18
C 6.274 25.727 -10.318 -0.19
C 7.706 25.292 -10.647 -0.43
C 7.831 23.842 -11.059 -0.05
N 8.526 25.560 -9.455 0.04
H 4.496 25.370 -13.041 0.09
H 6.242 25.342 -13.032 0.08
H 5.431 26.784 -12.506 0.09
H 6.137 26.811 -10.256 0.12
H 6.055 25.316 -9.331 0.13
H 8.120 25.881 -11.478 0.13
H 7.350 23.534 -11.984 0.08
H 7.520 23.191 -10.235 0.08
H 8.891 23.583 -11.168 0.08
H 8.636 26.567 -9.330 0.06
H 9.451 25.283 -9.773 0.04
C 11.570 19.073 -7.482 -0.10
O 11.067 20.142 -8.249 -0.20
C 10.584 21.206 -7.453 -0.22
C 10.175 22.363 -8.359 -0.41
C 11.460 23.077 -8.829 -0.03
N 9.365 23.334 -7.637 0.06
H 11.934 18.252 -8.090 0.06
H 10.746 18.776 -6.818 0.08
H 12.338 19.432 -6.786 0.07
H 9.711 20.876 -6.882 0.10
H 11.384 21.516 -6.766 0.12
H 9.672 21.792 -9.146 0.13
H 12.150 22.336 -9.241 0.07
H 11.907 23.552 -7.953 0.07
H 11.243 23.864 -9.552 0.06
H 8.932 24.007 -8.276 0.02
H 9.936 23.927 -7.034 0.04
C 12.483 20.635 -0.026 -0.12
O 11.348 19.855 -0.309 -0.18
C 11.479 19.024 -1.438 -0.21
C 11.455 19.745 -2.793 -0.44
C 10.174 20.422 -3.211 -0.04
N 11.831 18.794 -3.843 0.05
H 13.348 20.054 0.313 0.09
H 12.248 21.279 0.821 0.09
H 12.819 21.270 -0.848 0.08
H 12.393 18.422 -1.369 0.12
H 10.611 18.360 -1.379 0.13
H 12.202 20.544 -2.781 0.13
H 9.833 21.047 -2.383 0.09
H 9.347 19.747 -3.447 0.06
H 10.405 20.988 -4.113 0.07
H 11.129 18.060 -3.863 0.05
H 12.714 18.307 -3.746 0.07
C 11.454 25.066 -4.921 -0.08
O 10.901 25.343 -6.202 -0.23
C 11.524 26.460 -6.823 -0.19
C 11.516 27.812 -6.054 -0.43
C 10.108 28.177 -5.562 -0.04
N 11.946 28.813 -7.011 0.02
H 11.241 24.025 -4.676 0.09
H 10.932 25.698 -4.198 0.08
H 12.533 25.232 -4.886 0.09
H 12.551 26.179 -7.096 0.12
H 11.027 26.600 -7.783 0.10
H 12.179 27.743 -5.183 0.13
H 10.093 29.256 -5.405 0.08
H 9.767 27.651 -4.673 0.07
H 9.416 27.924 -6.368 0.08
H 12.257 29.650 -6.522 0.09
H 12.832 28.476 -7.393 0.09
C 13.263 25.716 -11.910 -0.10
O 12.409 26.844 -11.902 -0.17
C 11.894 27.093 -10.615 -0.22
C 11.066 28.384 -10.598 -0.41
C 11.949 29.622 -10.754 -0.06
N 10.199 28.440 -9.419 0.02
H 12.794 24.812 -11.514 0.07
H 14.144 25.932 -11.297 0.09
H 13.628 25.528 -12.918 0.09
H 11.285 26.256 -10.274 0.09
H 12.624 27.224 -9.804 0.12
H 10.338 28.408 -11.413 0.14
H 12.456 29.939 -9.839 0.07
H 11.359 30.480 -11.081 0.07
H 12.757 29.446 -11.467 0.08
H 10.666 28.743 -8.551 0.03
H 9.505 29.181 -9.477 0.08
C 11.256 15.705 -9.860 -0.13
O 12.627 15.615 -10.051 -0.20
C 12.995 14.374 -10.619 -0.20
C 14.546 14.227 -10.621 -0.40
C 14.866 12.843 -11.195 -0.06
N 14.983 14.226 -9.212 0.05
H 10.802 14.982 -9.162 0.09
H 10.654 15.583 -10.767 0.10
H 11.005 16.661 -9.397 0.08
H 12.519 13.564 -10.057 0.13
H 12.676 14.345 -11.670 0.13
H 15.004 15.089 -11.103 0.12
H 15.891 12.525 -11.009 0.08
H 14.839 12.941 -12.286 0.07
H 14.111 12.119 -10.894 0.08
H 14.879 13.293 -8.828 0.07
H 14.327 14.785 -8.678 0.02
```

Values from the calculation:
2S+1: 1
Frontier orbital gap, eV: 8.512
LUMO energy, eV: 0.16


(3)
ORCA calculation (ωB97M-V/def2-TZVPD) on a molecular structure, C4H14K4O8 at a distorted geometry.

```
30
Properties=species:S:1:pos:R:3:lowdin_charge:R:1
K 6.132 0.983 2.978 0.96
K 4.176 6.315 0.507 0.98
K 5.426 2.952 -3.991 0.97
K -1.377 -2.004 2.750 0.92
C 1.085 0.499 -1.538 -0.02
C 1.926 0.790 -0.300 -0.88
O 1.994 -0.068 0.523 -0.04
O 2.698 1.771 -0.347 -0.16
H 0.224 1.162 -1.461 0.08
H 0.799 -0.553 -1.559 0.07
H 1.718 0.702 -2.402 0.05
C -3.441 2.733 1.786 -0.07
C -4.473 2.053 0.887 -0.81
O -5.568 2.663 0.649 -0.10
O -4.227 0.901 0.499 -0.11
H -2.905 2.219 2.584 0.03
H -3.825 3.619 2.291 0.05
H -2.711 3.012 1.025 0.05
O -1.112 1.625 -6.415 -0.05
H -0.166 1.496 -6.473 0.02
H -1.234 2.566 -6.540 0.03
O -2.115 -4.876 -0.850 -0.06
H -2.239 -5.668 -0.327 0.03
H -2.993 -4.656 -1.162 0.04
O 1.856 -2.741 5.413 -0.05
H 2.390 -1.964 5.580 0.02
H 2.419 -3.476 5.656 0.04
O 2.082 -4.324 0.015 -0.05
H 2.310 -3.486 0.418 0.02
H 1.152 -4.244 -0.195 0.02
```

Values from the calculation:
Charge: +2
2S+1: 1
Frontier orbital gap, eV: 0.817
LUMO energy, eV: -7.49


(4)
ORCA calculation (ωB97M-V/def2-TZVPD) on a molecular structure, C31H30CrN8O4S3.

```
77
Properties=species:S:1:pos:R:3:mulliken_spin:R:1
Cr 1.165 -0.259 0.272 3.24
C -2.958 -0.436 1.577 0.00
C -1.522 -0.679 1.252 0.01
N -0.889 0.060 0.408 -0.09
N -1.444 1.268 0.082 -0.01
C -1.555 1.441 -1.244 0.00
N -1.739 2.751 -1.609 0.00
S -1.549 0.215 -2.386 0.00
C -0.725 -1.728 1.930 0.05
C -1.238 -2.576 2.901 0.00
C -0.387 -3.478 3.521 0.01
C 0.948 -3.522 3.161 0.00
C 1.397 -2.644 2.189 0.02
N 0.580 -1.771 1.607 -0.06
H -3.472 -0.137 0.665 0.00
H -3.070 0.389 2.286 0.00
H -3.438 -1.320 1.991 0.00
H -1.964 3.405 -0.877 0.00
H -2.163 2.892 -2.508 0.00
H -2.281 -2.529 3.174 0.00
H -0.772 -4.144 4.282 0.00
H 1.641 -4.213 3.619 0.00
H 2.424 -2.621 1.848 0.00
O 4.387 1.719 4.668 0.00
C 3.215 2.335 4.686 0.00
O 2.894 3.101 5.558 0.00
C 2.266 2.000 3.588 0.00
C 0.994 2.538 3.483 0.01
N 0.416 1.999 2.396 0.00
N 1.254 1.164 1.786 -0.05
C 2.376 1.145 2.480 0.03
C 3.436 0.220 1.942 -0.01
O 4.520 0.161 2.514 0.01
O 3.073 -0.443 0.908 -0.02
H 4.470 1.089 3.901 0.00
H 0.498 3.262 4.106 0.00
H -0.469 2.204 1.943 0.00
S 1.366 -1.835 -1.430 0.02
C 2.485 -0.989 -2.450 0.30
N 3.242 -1.698 -3.325 0.17
C 4.217 -1.010 -4.151 -0.01
C 3.625 0.294 -4.629 0.02
N 3.204 1.061 -3.470 0.14
C 3.327 2.509 -3.577 -0.03
C 2.442 3.058 -4.672 0.01
C 1.059 2.900 -4.594 0.00
C 0.248 3.369 -5.614 0.00
C 0.805 4.003 -6.718 0.00
C 2.178 4.163 -6.801 0.00
C 2.992 3.687 -5.780 0.00
C 2.547 0.433 -2.463 0.21
S 1.686 1.392 -1.313 0.00
C 2.990 -3.096 -3.646 -0.02
C 2.204 -3.221 -4.932 0.01
C 2.718 -3.906 -6.023 0.00
C 1.994 -3.993 -7.207 0.00
C 0.752 -3.388 -7.303 0.00
C 0.232 -2.698 -6.213 0.00
C 0.952 -2.614 -5.034 0.00
H 4.455 -1.648 -5.001 0.00
H 5.134 -0.831 -3.580 0.00
H 2.774 0.101 -5.291 0.00
H 4.357 0.881 -5.183 0.00
H 4.374 2.751 -3.785 0.00
H 3.069 2.938 -2.612 0.01
H 0.618 2.398 -3.739 0.00
H -0.824 3.236 -5.548 0.00
H 0.167 4.368 -7.513 0.00
H 2.619 4.652 -7.659 0.00
H 4.068 3.810 -5.845 0.00
H 2.451 -3.547 -2.816 0.01
H 3.948 -3.613 -3.732 0.00
H 3.692 -4.378 -5.948 0.00
H 2.405 -4.529 -8.053 0.00
H 0.187 -3.451 -8.224 0.00
H -0.739 -2.225 -6.281 0.00
H 0.538 -2.078 -4.186 0.00
```

Values from the calculation:
2S+1: 5
Frontier orbital gap (spin up / spin down), eV: 5.750 / 6.358
LUMO energy (spin up / spin down), eV: -0.69 / -1.02


(5)
ORCA calculation (ωB97M-V/def2-TZVPD) on a molecular structure, C58H80BrCl2N3O5PbS2Se.

```
153
Properties=species:S:1:pos:R:3:lowdin_charge:R:1
Pb 1.323 -1.103 -0.619 1.47
C -6.271 -0.343 3.468 -0.05
C -5.089 -1.010 4.187 -0.56
C -5.547 -2.381 4.685 -0.07
C -4.697 -0.162 5.407 -0.05
C -3.896 -1.114 3.239 -0.18
C -3.316 0.031 2.723 -0.09
C -2.181 -0.070 1.926 -0.37
Se -1.465 1.627 1.493 1.05
C 0.160 1.893 2.415 -0.36
C -0.112 2.679 3.543 -0.10
C 0.901 3.028 4.395 -0.18
C 2.179 2.561 4.047 0.01
C 2.494 1.790 2.948 -0.06
C 1.448 1.440 2.002 -0.35
O 1.619 0.890 0.853 -0.28
C 3.980 1.431 2.772 -0.52
C 4.725 2.674 2.257 -0.03
C 4.220 0.281 1.806 -0.06
C 4.594 0.983 4.114 -0.05
C 0.707 3.877 5.646 -0.56
C 1.528 5.169 5.520 -0.05
C 1.179 3.092 6.878 -0.05
C -0.759 4.258 5.854 -0.07
C -1.595 -1.293 1.498 -0.38
O -0.622 -1.237 0.669 -0.32
C -2.197 -2.472 2.041 -0.08
C -3.298 -2.325 2.877 0.02
C -1.700 -3.907 1.787 -0.52
C -2.832 -4.740 1.159 -0.04
C -0.481 -4.016 0.864 -0.07
C -1.294 -4.534 3.132 -0.04
H -7.123 -0.240 4.146 0.09
H -6.009 0.653 3.104 0.08
H -6.587 -0.943 2.613 0.08
H -6.392 -2.257 5.364 0.09
H -5.874 -3.020 3.860 0.09
H -4.752 -2.897 5.230 0.09
H -5.531 -0.100 6.112 0.08
H -3.840 -0.600 5.923 0.09
H -4.429 0.856 5.118 0.08
H -3.713 1.010 2.968 0.10
H -1.128 3.011 3.727 0.08
H 2.993 2.843 4.701 0.10
H 4.322 2.984 1.288 0.08
H 4.630 3.514 2.948 0.08
H 5.790 2.451 2.132 0.09
H 3.921 0.538 0.801 0.04
H 5.281 0.018 1.807 0.09
H 3.650 -0.595 2.110 0.09
H 4.638 1.783 4.853 0.07
H 4.021 0.156 4.540 0.10
H 5.617 0.638 3.949 0.08
H 2.592 4.955 5.398 0.08
H 1.201 5.751 4.656 0.09
H 1.410 5.785 6.416 0.08
H 2.234 2.822 6.802 0.08
H 1.049 3.691 7.783 0.08
H 0.605 2.169 6.990 0.09
H -1.141 4.857 5.024 0.09
H -1.390 3.372 5.964 0.08
H -0.858 4.852 6.765 0.08
H -3.728 -3.235 3.281 0.09
H -3.136 -4.326 0.192 0.08
H -2.487 -5.763 0.985 0.09
H -3.716 -4.790 1.797 0.08
H -0.681 -3.642 -0.142 0.05
H 0.385 -3.488 1.261 0.07
H -0.217 -5.075 0.777 0.09
H -2.125 -4.567 3.840 0.07
H -0.945 -5.559 2.976 0.09
H -0.483 -3.963 3.586 0.10
C -6.686 0.963 -1.290 -0.11
C -6.681 -0.558 -1.163 -0.26
C -5.441 -1.217 -1.763 -0.19
C -4.172 -0.891 -0.978 -0.19
N -2.990 -1.543 -1.520 0.02
C -2.264 -1.089 -2.557 -0.84
S -0.793 -1.834 -2.942 0.60
N -2.803 -0.085 -3.272 0.01
C -2.162 0.640 -4.359 -0.22
C -3.110 0.824 -5.542 -0.20
C -3.611 -0.485 -6.153 -0.26
C -2.489 -1.367 -6.692 -0.10
H -7.604 1.389 -0.881 0.07
H -6.618 1.266 -2.339 0.07
H -5.851 1.419 -0.753 0.06
H -7.571 -0.964 -1.650 0.11
H -6.754 -0.837 -0.108 0.10
H -5.331 -0.910 -2.810 0.10
H -5.561 -2.303 -1.777 0.12
H -4.283 -1.231 0.054 0.12
H -4.006 0.191 -0.921 0.10
H -2.473 -2.155 -0.916 0.09
H -3.654 0.325 -2.917 0.12
H -1.271 0.085 -4.639 0.07
H -1.831 1.616 -3.992 0.10
H -2.581 1.405 -6.306 0.11
H -3.964 1.437 -5.229 0.11
H -4.311 -0.245 -6.958 0.10
H -4.182 -1.040 -5.403 0.10
H -1.866 -0.814 -7.401 0.08
H -2.894 -2.237 -7.213 0.07
H -1.846 -1.731 -5.890 0.04
O 2.250 0.856 -2.337 -0.63
S 3.417 1.652 -1.837 0.94
C 3.621 3.063 -2.983 -0.26
C 2.394 3.924 -2.931 -0.29
C 1.425 3.820 -3.924 -0.04
C 0.294 4.623 -3.887 -0.09
C 0.116 5.528 -2.850 -0.09
C 1.071 5.625 -1.849 -0.08
C 2.202 4.824 -1.887 -0.04
C 4.892 0.684 -2.312 -0.26
C 5.177 0.500 -3.780 -0.27
C 4.196 0.094 -4.689 -0.07
C 4.508 -0.064 -6.033 -0.07
C 5.798 0.168 -6.489 -0.09
C 6.778 0.565 -5.593 -0.08
C 6.467 0.733 -4.251 -0.04
H 3.808 2.689 -3.986 0.09
H 4.503 3.602 -2.627 0.11
H 1.565 3.110 -4.732 0.12
H -0.447 4.545 -4.675 0.10
H -0.767 6.157 -2.822 0.10
H 0.934 6.325 -1.032 0.10
H 2.947 4.903 -1.101 0.12
H 4.729 -0.272 -1.799 0.06
H 5.735 1.172 -1.816 0.10
H 3.186 -0.071 -4.343 0.10
H 3.735 -0.373 -6.726 0.11
H 6.038 0.037 -7.537 0.10
H 7.789 0.747 -5.937 0.10
H 7.238 1.047 -3.556 0.11
Cl 6.388 -2.970 1.001 0.60
C 4.708 -3.500 1.077 -1.01
Cl 4.522 -5.106 0.339 0.60
C 3.749 -2.520 0.359 -0.82
O 4.147 -1.821 -0.577 -0.09
O 2.562 -2.556 0.824 -0.19
H 4.431 -3.599 2.117 0.06
Br -1.034 1.676 -0.777 0.43
C 3.276 -5.294 -3.811 -0.07
C 3.783 -4.006 -3.911 -0.05
C 3.192 -3.005 -3.158 -0.13
N 2.160 -3.219 -2.343 -0.01
C 1.684 -4.458 -2.247 -0.15
C 2.205 -5.525 -2.964 -0.06
H 3.711 -6.104 -4.383 0.11
H 4.622 -3.776 -4.554 0.11
H 3.568 -1.990 -3.194 0.09
H 0.841 -4.598 -1.579 0.09
H 1.779 -6.513 -2.850 0.10
```

Values from the calculation:
2S+1: 1
Frontier orbital gap, eV: 6.472
LUMO energy, eV: -0.79


(6)
ORCA calculation (ωB97M-V/def2-TZVPD) on a gas-phase ion, C4H5N6 (charge +1) at a distorted geometry.

```
15
Properties=species:S:1:pos:R:3:lowdin_charge:R:1
C -1.956 -1.361 -0.496 -0.15
C -1.100 1.668 0.230 -0.01
C 1.072 1.914 -0.313 -0.07
C 1.248 -0.535 0.471 -0.01
N -2.420 -0.325 0.201 0.06
N -1.567 0.581 0.321 0.06
N -0.082 2.411 -0.028 0.11
N -0.713 -1.787 -0.458 0.07
N 1.525 0.570 -0.314 0.12
N 0.239 -1.427 0.428 0.06
H -2.738 -1.955 -1.086 0.16
H 1.669 2.764 -0.647 0.15
H 1.898 -0.839 1.193 0.12
H 2.441 0.364 -0.687 0.16
H 0.486 -2.041 1.183 0.17
```

Values from the calculation:
Charge: +1
2S+1: 1
Frontier orbital gap, eV: 7.485
LUMO energy, eV: -5.37